Here is 2 unconnected molecules or ions with the total composition C9H22BN2O2 at a distorted geometry from OMol25. Energies are from wB97M-V/def2-TZVPD.

```
36
Properties=species:S:1:pos:R:3:forces:R:3:mulliken_charge:R:1
B 3.014793 0.789078 -0.019747 -0.81 -0.80 -0.28 0.593
C -3.501461 2.090680 -0.181568 -1.78 -1.10 0.77 -1.163
C -1.457352 -1.628453 0.887391 -3.62 -0.07 -1.06 -0.735
C -3.095531 0.994465 0.445621 -1.05 0.45 0.18 0.243
C -1.444245 -0.247019 1.616417 -2.00 -4.29 3.36 -0.884
C 2.881056 -1.802590 0.383859 0.51 -0.70 -0.61 -1.224
C -0.014158 -0.789580 -2.496419 -2.75 0.67 -1.82 -0.832
C -0.863173 1.903135 0.647247 0.67 -2.58 -1.16 -0.902
C 2.558348 -0.426146 0.938680 -1.11 0.43 -1.32 0.430
C -1.063126 -1.045881 -1.446938 -0.28 0.69 0.14 0.475
N -0.709878 -1.506950 -0.286186 1.35 0.19 -2.03 0.115
N -1.816744 0.746622 0.800928 1.97 3.13 -1.77 0.394
O 4.327504 1.052892 -0.050635 0.84 0.89 -0.05 -0.523
O 2.077592 1.379808 -0.874039 0.00 -0.65 0.79 -0.444
H -4.554242 2.139017 -0.066888 -1.00 0.42 -0.79 0.269
H -3.036237 2.941187 -0.551838 1.18 1.07 -0.42 0.381
H -1.059945 -2.412644 1.445665 0.71 -1.19 1.25 0.435
H -2.500822 -1.994039 0.533076 1.34 1.00 1.01 0.318
H -3.911071 0.324936 0.769850 0.88 -0.01 0.10 0.237
H 1.462392 -0.434220 0.994868 -0.05 0.42 0.15 -0.613
H -2.244441 -0.481604 2.453647 1.55 0.73 -1.01 0.328
H -0.474607 -0.148554 2.087474 0.07 0.41 0.06 0.579
H 3.957135 -2.002808 0.144565 -0.95 0.25 0.35 0.337
H 2.470732 -2.643888 0.975347 0.42 0.48 0.06 0.306
H 2.328631 -1.841092 -0.553923 0.25 -0.39 -0.53 0.266
H 0.893583 -1.164719 -2.136453 1.52 -0.48 0.09 0.143
H -0.456104 -1.398054 -3.367953 1.17 0.79 0.88 0.346
H 0.114652 0.296009 -2.901607 -0.57 -1.86 1.11 0.248
H 0.188987 1.462919 0.686631 -1.42 0.85 0.13 -0.001
H -1.003762 2.253045 -0.391066 0.21 0.39 0.76 0.356
H -1.049651 2.619133 1.424188 -0.01 0.66 0.13 0.366
H 2.869459 -0.313389 1.933610 0.77 0.28 1.40 0.426
H -2.168082 -0.928440 -1.718115 1.60 -0.09 0.83 0.381
H 0.279857 -1.643467 -0.078198 0.15 0.25 -0.74 -0.181
H 4.606006 1.854462 -0.523690 -0.03 -0.46 0.11 0.298
H 2.393915 2.006138 -1.523801 0.29 0.22 -0.08 0.231
```
Positions in Å, forces in eV/Å.

The value obtained for the HOMO energy is -11.2 eV. As for the charge: +1. As for the energy above the lowest of the compared OMol25 structures with the same formula, charge and spin: 72.7 kJ/mol. For the largest force on an atom, the calculation gives 0.11287 Eh/bohr. The value obtained for the total energy is -640.741902 Ha.



Here is a molecular structure, C9H22Cl2IrO3P2 at a distorted geometry from OMol25. Energies are from wB97M-V/def2-TZVPD.

```
39
Properties=species:S:1:pos:R:3:forces:R:3:mulliken_charge:R:1
Ir 0.035246 -0.279913 -0.525014 2.91 0.52 -0.13 0.718
H -1.240004 -1.025949 0.581314 -1.26 1.85 0.60 -0.253
H -1.397831 -0.135192 0.563029 -1.10 -1.56 0.61 0.227
P -0.180204 -2.531049 -0.782906 -1.45 -4.56 -2.04 0.764
P -0.195628 2.030941 -0.795312 -1.89 3.95 -1.20 0.804
C 1.319666 3.003226 -0.403609 0.41 -0.87 0.43 -1.000
H 1.173881 4.057630 -0.671566 -0.30 -0.31 -0.14 0.474
H 1.509322 2.918943 0.671489 0.08 0.17 -0.35 0.192
H 2.174357 2.603594 -0.957271 -0.05 0.12 0.05 0.369
C -0.503580 2.445101 -2.543227 0.01 -0.39 0.12 -1.241
H -1.452358 2.002339 -2.857453 0.10 0.06 -0.05 0.395
H -0.549296 3.532420 -2.679699 0.03 -0.18 0.16 0.435
H 0.306319 2.035422 -3.150850 -0.11 0.04 -0.04 0.412
C -1.509757 2.941324 0.095175 0.06 -0.19 0.11 -1.094
H -1.326198 2.892642 1.174681 -0.11 0.01 -0.22 0.224
H -1.508905 3.995021 -0.216295 0.04 -0.25 0.02 0.444
H -2.488190 2.508061 -0.137249 0.13 0.07 0.06 0.392
C -0.321395 -2.964579 -2.559603 0.10 0.29 0.33 -1.287
H -0.389589 -4.050437 -2.694199 0.00 0.21 0.13 0.436
H -1.214542 -2.484721 -2.970459 0.13 -0.08 -0.02 0.392
H 0.563367 -2.579192 -3.072677 -0.14 -0.07 -0.05 0.421
C 1.243044 -3.545346 -0.209743 0.44 0.84 0.37 -1.243
H 1.329388 -3.469215 0.879846 0.05 -0.07 -0.18 0.391
H 1.097351 -4.598183 -0.489361 -0.26 0.35 -0.09 0.445
H 2.164546 -3.173257 -0.668339 -0.07 -0.11 0.09 0.389
C -1.609298 -3.421111 -0.038983 0.08 0.37 0.11 -1.241
H -2.551887 -2.975547 -0.374888 0.13 -0.05 0.07 0.419
H -1.598597 -4.478038 -0.343324 0.14 0.33 0.03 0.430
H -1.554543 -3.370576 1.054605 -0.08 -0.03 -0.13 0.430
C 1.651510 -0.168802 0.557870 4.29 -1.22 1.21 0.290
O 2.704011 -0.336584 0.994772 -1.48 0.18 -0.55 -0.305
H 0.668033 -0.308129 -2.060686 -0.22 -0.29 -1.06 -0.135
Cl 1.908098 1.193602 4.923267 -0.38 0.12 -0.41 0.009
C 0.486298 1.656665 3.995830 0.22 1.30 1.54 0.118
Cl 0.547130 3.350184 3.430554 0.02 -1.30 0.04 -0.023
C 0.388873 0.602876 2.839473 0.20 0.48 -2.59 0.298
O 0.025517 -0.532217 3.155761 0.38 0.95 -0.15 -0.230
O 0.701034 1.077414 1.672542 -1.07 -0.43 3.30 -0.644
H -0.405200 1.580631 4.612514 0.02 -0.20 0.02 0.376
```
Positions in Å, forces in eV/Å.

The value obtained for the HOMO energy (alpha / beta) is -12.0 / -17.7 eV. As for the charge: +2. The spin multiplicity is 6. For the largest force on an atom, the calculation gives 0.10121 Eh/bohr. The value obtained for the total energy is -2288.333442 Ha.



Here is a molecular structure, C9H22ClI2N2OsP2 at a distorted geometry from OMol25. Energies are from wB97M-V/def2-TZVPD.

```
39
Properties=species:S:1:pos:R:3:forces:R:3:mulliken_charge:R:1
I 2.127456 -4.870395 0.092217 0.19 0.63 1.19 0.591
I 2.314614 -3.449253 2.356678 -0.04 -0.94 -1.14 0.379
Os 0.175432 -0.382712 -0.166496 -0.65 1.20 -0.02 0.668
P 2.140955 0.501247 -0.448970 5.91 2.92 -1.90 0.493
C 2.838656 1.607217 0.837863 -0.44 -0.24 0.29 -1.183
C 3.508691 -0.678250 -0.699835 -0.29 -0.09 0.02 -0.912
H 4.409238 -0.085650 -0.913745 -0.12 -0.39 0.13 0.447
H 3.325149 1.913067 -2.001186 -0.35 -0.01 -0.11 0.452
H 3.270364 -1.335460 -1.545217 0.18 0.17 0.15 0.365
H 1.971913 1.047867 -2.826937 0.16 0.28 0.19 0.376
H 2.943653 1.026876 1.764343 0.09 0.37 -0.07 0.390
H 3.624001 -1.280271 0.213137 0.24 0.18 -0.27 0.222
C 2.273902 1.599280 -1.925655 -0.16 -0.38 0.20 -1.152
H 3.822887 1.968914 0.501907 -0.33 -0.19 0.10 0.445
H 1.637585 2.486896 -1.793053 0.23 -0.21 -0.09 0.378
H 2.173324 2.467301 1.000293 0.23 -0.24 0.04 0.357
P -1.725966 -1.431940 -0.071664 -6.09 -3.08 -0.73 0.529
C -2.820495 -1.219067 1.386428 0.50 0.19 0.23 -1.201
C -2.904922 -0.994443 -1.422487 0.45 -0.07 0.15 -1.162
H -1.103889 -3.527005 -1.118141 -0.26 0.02 0.14 0.334
H -2.671206 -3.623425 -0.224071 0.40 -0.12 0.06 0.440
H -1.087908 -3.641913 0.665059 -0.31 -0.08 -0.11 0.253
C -1.637821 -3.249861 -0.200804 0.26 0.14 -0.01 -0.938
H -2.427194 -1.156487 -2.398686 -0.29 0.06 0.23 0.377
H -3.783975 -1.646095 -1.311520 0.21 0.26 -0.15 0.454
H -3.735593 -1.811286 1.231909 0.35 0.16 0.04 0.445
H -3.091464 -0.161074 1.512222 0.07 -0.32 0.03 0.371
H -3.214397 0.056084 -1.320917 0.03 -0.30 -0.08 0.385
H -2.282018 -1.580886 2.272672 -0.35 0.13 -0.03 0.401
Cl 0.465410 -1.369496 -2.258407 0.12 -0.03 1.03 -0.312
N -1.118260 2.326635 -0.197270 0.28 -0.48 -0.94 0.060
C -1.573388 3.347630 0.532091 0.14 -0.38 -0.06 -0.111
C -1.365692 3.011405 1.868279 0.31 -0.57 1.12 -0.877
C -0.758954 1.737494 1.872543 -0.61 1.24 -1.39 -0.114
N -0.611505 1.340464 0.578352 0.05 -0.12 0.65 -0.384
H -1.098721 2.226792 -1.218349 -0.11 0.24 0.61 0.234
H -1.993195 4.191575 -0.007672 -0.01 0.04 0.50 0.506
H -1.608062 3.585977 2.768315 0.06 -0.17 -0.62 0.487
H -0.408607 1.052249 2.616773 -0.07 0.20 0.59 0.505
```
Positions in Å, forces in eV/Å.

The value obtained for the HOMO energy (alpha / beta) is -18.8 / -18.6 eV. As for the charge: +3. As for the energy above the lowest of the compared OMol25 structures with the same formula, charge and spin: 95.8 kJ/mol. The spin multiplicity is 5. For the largest force on an atom, the calculation gives 0.13343 Eh/bohr. The value obtained for the total energy is -2293.467974 Ha.



Here is a molecular structure, C9H22CuGaO at a distorted geometry from OMol25. Energies are from wB97M-V/def2-TZVPD.

```
34
Properties=species:S:1:pos:R:3:forces:R:3:mulliken_charge:R:1
C -2.252203 2.167184 0.067706 0.46 0.00 0.05 -0.783
O -3.236204 1.531947 0.915771 0.50 0.24 -0.12 -0.416
C -2.743123 0.360388 1.622449 0.08 -0.03 0.21 -0.547
C -2.667288 -0.901713 0.766271 -0.20 0.02 -0.34 -0.616
C -1.284566 -1.555699 0.623930 0.37 -0.24 0.14 -0.618
C -0.587480 -1.343936 -0.725714 -0.22 0.14 0.03 -0.351
C 0.871845 -1.814975 -0.808132 0.07 -0.01 -0.17 -0.927
C 1.827262 -1.305919 0.290730 0.10 0.18 0.17 -0.335
C 3.153941 -0.681562 -0.209589 -0.06 -0.14 -0.26 -0.713
C 3.401858 0.744304 0.139298 0.12 -0.39 1.08 -0.900
Ga 2.520533 1.955603 -1.586924 -0.20 0.34 -0.41 0.468
H -2.122327 1.625704 -0.869821 -0.05 -0.01 0.01 0.350
H -1.296147 2.190322 0.587420 0.04 0.05 0.02 0.341
H -2.579734 3.192781 -0.107502 0.00 -0.05 -0.04 0.400
H -3.428851 0.255830 2.461845 0.03 -0.06 -0.04 0.436
H -1.767829 0.653796 2.020958 -0.04 -0.05 -0.04 0.335
H -3.042491 -0.653491 -0.237178 -0.03 -0.04 0.08 0.418
H -3.376554 -1.619415 1.179913 0.03 -0.03 -0.05 0.357
H -0.635259 -1.205260 1.431635 -0.06 -0.04 0.04 0.376
H -1.394915 -2.633317 0.775338 0.05 0.07 0.06 0.332
H -0.634748 -0.287200 -1.019827 0.05 -0.01 0.12 -0.037
H -1.164765 -1.900675 -1.473465 0.07 0.16 -0.06 0.362
H 1.257136 -1.483476 -1.777307 -0.09 -0.08 0.01 0.481
H 0.885878 -2.908821 -0.840720 0.03 0.07 0.06 0.364
H 1.306979 -0.571513 0.914249 0.08 0.07 -0.05 0.187
H 2.078466 -2.129166 0.961691 -0.07 0.04 0.03 0.333
H 4.039808 -1.218630 0.167884 -0.21 -0.11 0.00 0.378
H 3.219143 -0.807123 -1.297756 0.14 -0.03 0.04 0.430
H 2.816010 1.170903 0.951541 -0.13 0.07 -0.16 0.364
H 4.421716 1.117279 0.145032 -0.02 -0.02 -0.39 0.401
H 0.990815 1.687058 -1.306535 -0.17 -0.07 0.10 -0.201
H 3.176365 1.125983 -2.726848 0.05 -0.05 -0.14 -0.203
H 3.113013 3.317170 -1.118336 0.04 0.12 0.08 -0.224
Cu -4.866282 1.925639 0.081993 -0.76 -0.09 -0.08 0.762
```
Positions in Å, forces in eV/Å.

The value obtained for the HOMO energy (alpha / beta) is -11.8 / -12.3 eV. As for the charge: +1. The spin multiplicity is 2. For the largest force on an atom, the calculation gives 0.02250 Eh/bohr. The value obtained for the total energy is -3996.166101 Ha.